No. 1
DFT (wB97M-V/def2-TZVPD) results for a cluster of 10 separate species, C4H26NO11 in total at a distorted geometry.

Summary:
Charge: -1
HOMO in hartree: -0.2087
Energy relative to the best compared isomer or geometry (same formula, charge and spin) in eV: 2.7858
2S+1: 1

```
42
C4H26NO11 (wB97M-V/def2-TZVPD)
C 1.742 1.882 2.305
N 0.473 0.999 2.301
C 0.402 -1.400 3.377
C 0.829 -0.474 2.228
C -0.118 -0.722 0.974
O 0.603 -0.790 -0.054
O -1.329 -0.638 1.080
H 1.747 2.284 1.284
H 2.746 1.373 2.509
H 1.664 2.744 3.003
H -0.066 1.200 3.174
H 0.787 -1.043 4.285
H -0.615 -1.541 3.571
H 0.732 -2.396 3.097
H 1.822 -0.829 2.113
H 1.133 -3.295 -1.048
H 0.459 -3.745 0.213
O 1.132 -4.012 -0.391
H -2.254 1.798 -1.132
H -1.529 2.842 -0.340
O -1.336 2.131 -1.030
H -0.834 1.949 -2.735
H -0.155 1.336 -3.924
O -1.009 1.581 -3.614
H -2.801 -1.192 -1.186
H -2.930 -0.588 0.211
O -3.413 -0.708 -0.596
H -1.918 -0.297 3.871
H -2.142 0.018 2.400
O -2.419 0.334 3.310
H -0.476 -1.319 -1.571
H -0.517 -0.924 -3.071
O -0.584 -1.665 -2.479
H 2.947 -0.916 -3.060
H 2.836 -1.026 -1.569
O 3.514 -0.999 -2.270
H 1.681 3.559 -1.395
H 0.649 2.677 -0.653
O 0.826 3.592 -0.983
H 0.132 0.086 -1.798
H 1.520 0.596 -1.629
O 0.876 0.443 -2.315
```

No. 2
DFT (wB97M-V/def2-TZVPD) results for a cluster of 10 separate species, C4H26NO11 in total at a distorted geometry.

Summary:
Expectation value of S²: 0.754
HOMO (spin up / spin down) in hartree: -0.3748 / -0.3734
Energy relative to the best compared isomer or geometry (same formula, charge and spin) in eV: 0.0000
2S+1: 2

```
42
C4H26NO11 (wB97M-V/def2-TZVPD)
O 1.113 0.126 -4.516
C 1.259 1.100 -3.814
N 1.675 0.949 -2.523
C 1.803 2.063 -1.613
C 0.674 2.090 -0.538
C 1.057 2.295 0.931
O 1.620 1.115 1.496
H 1.343 2.096 -4.270
H 1.625 0.002 -2.162
H 1.589 2.936 -2.227
H 2.768 2.121 -1.110
H -0.210 2.650 -0.890
H 0.135 1.130 -0.644
H 1.859 3.012 1.084
H 0.090 2.500 1.402
H -1.190 -0.604 1.533
H -1.170 -1.184 -0.430
O -1.841 -0.706 0.071
H -3.477 2.232 0.163
H -4.913 1.796 0.400
O -4.306 2.519 0.604
H 0.265 -1.857 2.631
H 1.411 -1.438 1.973
O 0.982 -2.294 2.127
H -1.283 0.404 2.729
H 0.927 0.442 1.560
O -0.778 -0.350 2.404
H -3.236 -1.568 -0.372
H -4.540 -2.282 -0.947
O -3.603 -2.386 -0.762
H -2.313 1.092 -1.454
H -1.906 0.315 -0.097
O -2.239 1.614 -0.617
H 1.664 -0.372 0.004
H 1.991 -1.957 0.149
O 2.143 -1.139 -0.325
H 4.834 -1.990 1.321
H 3.596 -2.547 0.523
O 4.474 -2.744 0.855
H -2.091 -2.540 2.660
H -1.246 -1.936 3.633
O -2.030 -2.502 3.626
```

No. 3
DFT (wB97M-V/def2-TZVPD) results for a cluster of 10 separate species, C4H27N2O10S in total at a distorted geometry.

Summary:
Charge: -1
HOMO in hartree: -0.1559
Energy relative to the best compared isomer or geometry (same formula, charge and spin) in eV: 3.2137
2S+1: 1

```
44
C4H27N2O10S (wB97M-V/def2-TZVPD)
O 0.607 -0.684 -1.279
C -0.401 -0.003 -1.127
N -0.264 1.372 -1.155
C -1.029 2.365 -0.402
C -0.918 2.172 1.151
S -1.588 0.650 1.856
C -1.780 -0.708 -1.034
N -1.779 -1.617 -2.162
H 0.707 1.605 -1.321
H -0.571 3.350 -0.490
H -2.054 2.337 -0.744
H -1.328 3.074 1.611
H 0.156 2.013 1.274
H -2.448 0.146 -0.981
H -1.748 -1.210 -0.073
H -2.692 -2.035 -2.311
H -1.157 -2.406 -2.067
H 3.159 1.765 0.001
H 3.473 0.427 -0.261
O 3.280 1.217 -0.792
H -0.289 2.422 3.811
H -0.660 1.153 4.524
O 0.100 1.657 4.234
H 1.636 -0.041 1.439
H 1.513 -1.057 2.501
O 2.176 -0.445 2.132
H 2.526 -2.571 -0.769
H 2.690 -1.732 -2.089
O 3.104 -1.956 -1.231
H -3.442 1.314 0.566
H -4.018 2.159 -0.600
O -4.276 1.594 0.129
H -1.862 1.127 -3.113
H -1.913 -0.204 -3.735
O -2.012 0.708 -3.967
H -0.270 -1.662 3.251
H 0.907 -2.555 3.792
O 0.326 -2.400 3.049
H 2.825 0.120 -3.253
H 1.389 -0.061 -2.780
O 2.104 -0.517 -3.280
H 1.775 -3.734 1.735
H 2.913 -2.617 1.679
O 2.494 -3.358 1.238
```

2S+1 of number 1 (C4H26NO11)? 1

energy relative to the best compared isomer or geometry (same formula, charge and spin) of number 3 (C4H27N2O10S)? 3.2137 eV

Which of these has the lowest energy relative to the best compared isomer or geometry (same formula, charge and spin)? number 2